(1)
A structure of composition C19H24N5PdSi, computed with wB97M-V/def2-TZVPD.

frontier orbital gap (alpha / beta): 7.069 / 3.929 eV
M: 456.94 g/mol
E_HOMO (alpha / beta): -16.8 / -17.1 eV

The geometry in ORCA input format:
```
! RIJCOSX wB97M-V def2-TZVPD def2/J DEFGRID3
* xyz 3 5
Pd -0.44361 -0.76547 0.89481
C -2.39262 -1.63223 -1.34382
N -1.34824 -2.28179 -0.52083
C -0.23408 -2.92183 -1.28217
C 0.91118 -1.96532 -1.39482
N 1.08625 -1.01061 -0.50219
C 2.26196 -0.33230 -0.83845
C 2.91694 0.73166 -0.22897
C 4.09825 1.14835 -0.80833
C 4.61775 0.52626 -1.95670
C 3.97991 -0.53097 -2.56196
C 2.78448 -0.94521 -1.97464
N 1.89645 -1.96972 -2.30091
C -2.15706 -0.16313 -1.47666
N -1.44551 0.51407 -0.54325
C -1.48194 1.80908 -0.89180
C -0.89930 2.95223 -0.25315
C -1.11879 4.16481 -0.82969
C -1.89548 4.27806 -2.01743
C -2.48012 3.15087 -2.67496
C -2.25243 1.94737 -2.08996
N -2.64118 0.64232 -2.41015
H -3.35360 -1.74646 -0.83008
H -2.49796 -2.11020 -2.32090
H -1.79988 -2.99954 0.03870
H -0.57710 -3.27721 -2.25577
H 0.08531 -3.79790 -0.71387
H 2.54018 1.18895 0.67778
H 4.65339 1.96280 -0.36382
H 5.55321 0.88167 -2.36572
H 4.39701 -1.01609 -3.43366
H 2.01457 -2.64072 -3.04668
H -0.31880 2.84201 0.65306
H -0.70997 5.06593 -0.39349
H -2.05461 5.26097 -2.44475
H -3.06545 3.28249 -3.57598
H -3.22330 0.36542 -3.19264
C 0.36852 0.81517 3.82215
Si -0.44078 -0.82929 3.47058
C -2.22381 -0.95428 3.98501
C 0.59727 -2.31477 3.88257
H 0.46001 0.85597 4.91710
H -0.23210 1.67707 3.53292
H 1.37944 0.91177 3.42715
H -2.19920 -0.91709 5.08343
H -2.69526 -1.89765 3.71339
H -2.84520 -0.12270 3.65537
H 0.67495 -2.29554 4.97917
H 1.61274 -2.27242 3.49069
H 0.13766 -3.26483 3.61429
*
```

(2)
The molecule C19H25ClN2O2, computed with wB97M-V/def2-TZVPD.

frontier orbital gap: 8.769 eV
M: 348.87 g/mol
energy relative to the best compared isomer or geometry (same formula, charge and spin): 282.13 kJ/mol
E_HOMO: -8.1 eV

The geometry in ORCA input format:
```
! RIJCOSX wB97M-V def2-TZVPD def2/J DEFGRID3
* xyz 0 1
C -7.54685 -2.08874 -0.46631
C -6.07456 -1.76744 -0.69346
C -5.42907 -1.18225 0.56104
C -3.92913 -0.92821 0.41418
C -3.60621 0.24408 -0.52489
N -2.19759 0.50857 -0.73192
C -1.47515 1.01363 0.42115
C -0.06872 1.38418 0.03242
C 0.18335 2.00325 -1.18187
C 1.47797 2.31988 -1.53469
C 2.55346 2.04866 -0.69395
O 3.77103 2.42377 -1.20157
C 4.97054 1.93491 -0.65010
C 5.05359 0.43426 -0.57054
C 5.92117 -0.18519 0.32584
C 5.95802 -1.56417 0.40226
C 5.10047 -2.27071 -0.43317
Cl 5.06975 -3.99103 -0.37245
N 4.28339 -1.70689 -1.29393
C 4.26503 -0.38688 -1.36760
C 2.30222 1.45256 0.55233
O 3.36571 1.23147 1.39737
C 3.16639 0.43012 2.53442
C 0.99455 1.11709 0.88152
H -7.66092 -2.81344 0.33723
H -8.09543 -1.18926 -0.19504
H -7.99213 -2.50332 -1.36772
H -5.98785 -1.06010 -1.51965
H -5.54476 -2.67958 -0.97811
H -5.92818 -0.24586 0.82185
H -5.58578 -1.87982 1.38813
H -3.51460 -0.71381 1.40220
H -3.44212 -1.83211 0.03706
H -4.03416 0.04870 -1.51158
H -4.06041 1.15967 -0.13374
H -1.73453 -0.32271 -1.08704
H -2.00383 1.91213 0.76376
H -1.44227 0.30556 1.26701
H -0.63756 2.21319 -1.84754
H 1.69755 2.78698 -2.48184
H 5.14968 2.36365 0.34369
H 5.74499 2.30871 -1.33200
H 6.55628 0.41307 0.96307
H 6.61415 -2.08081 1.08347
H 3.57979 0.02361 -2.09619
H 4.15415 0.29793 2.97444
H 2.51162 0.91745 3.26397
H 2.75679 -0.54947 2.26864
H 0.79015 0.64472 1.82983
*
```

What did the first record say?
A structure of composition C19H24N5PdSi, computed with wB97M-V/def2-TZVPD.

frontier orbital gap (alpha / beta): 7.069 / 3.929 eV
M: 456.94 g/mol
E_HOMO (alpha / beta): -16.8 / -17.1 eV

The geometry in ORCA input format:
```
! RIJCOSX wB97M-V def2-TZVPD def2/J DEFGRID3
* xyz 3 5
Pd -0.44361 -0.76547 0.89481
C -2.39262 -1.63223 -1.34382
N -1.34824 -2.28179 -0.52083
C -0.23408 -2.92183 -1.28217
C 0.91118 -1.96532 -1.39482
N 1.08625 -1.01061 -0.50219
C 2.26196 -0.33230 -0.83845
C 2.91694 0.73166 -0.22897
C 4.09825 1.14835 -0.80833
C 4.61775 0.52626 -1.95670
C 3.97991 -0.53097 -2.56196
C 2.78448 -0.94521 -1.97464
N 1.89645 -1.96972 -2.30091
C -2.15706 -0.16313 -1.47666
N -1.44551 0.51407 -0.54325
C -1.48194 1.80908 -0.89180
C -0.89930 2.95223 -0.25315
C -1.11879 4.16481 -0.82969
C -1.89548 4.27806 -2.01743
C -2.48012 3.15087 -2.67496
C -2.25243 1.94737 -2.08996
N -2.64118 0.64232 -2.41015
H -3.35360 -1.74646 -0.83008
H -2.49796 -2.11020 -2.32090
H -1.79988 -2.99954 0.03870
H -0.57710 -3.27721 -2.25577
H 0.08531 -3.79790 -0.71387
H 2.54018 1.18895 0.67778
H 4.65339 1.96280 -0.36382
H 5.55321 0.88167 -2.36572
H 4.39701 -1.01609 -3.43366
H 2.01457 -2.64072 -3.04668
H -0.31880 2.84201 0.65306
H -0.70997 5.06593 -0.39349
H -2.05461 5.26097 -2.44475
H -3.06545 3.28249 -3.57598
H -3.22330 0.36542 -3.19264
C 0.36852 0.81517 3.82215
Si -0.44078 -0.82929 3.47058
C -2.22381 -0.95428 3.98501
C 0.59727 -2.31477 3.88257
H 0.46001 0.85597 4.91710
H -0.23210 1.67707 3.53292
H 1.37944 0.91177 3.42715
H -2.19920 -0.91709 5.08343
H -2.69526 -1.89765 3.71339
H -2.84520 -0.12270 3.65537
H 0.67495 -2.29554 4.97917
H 1.61274 -2.27242 3.49069
H 0.13766 -3.26483 3.61429
*
```

Number 1 is which compound? C19H24N5PdSi

Which formula does entry 2 have? C19H25ClN2O2